Computed, not measured: a structure of composition C8H22AlClScSi, with ωB97M-V/def2-TZVPD.

Cartesian coordinates (Å):
Sc: 1.76 -0.91 0.16
Cl: 3.19 -0.88 -1.63
C: 1.39 0.89 1.47
H: 1.49 0.44 2.51
H: 0.52 1.56 1.35
H: 2.36 1.44 1.16
Al: -1.35 1.08 -2.51
C: -1.86 -0.48 -3.73
C: -1.45 2.77 -3.55
C: -2.51 1.46 -0.77
H: -2.17 3.45 -3.05
H: -0.46 3.25 -3.52
H: -1.76 2.65 -4.60
H: -2.69 -1.08 -3.32
H: -2.14 -0.18 -4.75
H: -0.98 -1.16 -3.82
H: -1.68 1.97 -0.17
H: -2.53 0.47 -0.24
C: 0.44 -4.59 2.21
Si: 0.67 -2.77 1.92
C: -0.22 -1.83 3.28
C: 2.53 -2.33 1.91
C: 0.00 -2.36 0.23
H: 1.24 -4.87 2.90
H: 0.54 -5.13 1.25
H: -0.55 -4.78 2.64
H: 0.35 -2.04 4.20
H: -0.24 -0.74 3.12
H: -1.25 -2.22 3.36
H: 3.09 -2.69 1.02
H: 2.76 -1.27 2.19
H: 2.88 -2.93 2.78
H: -1.06 -2.05 0.21
H: 0.26 -3.04 -0.60

Charge: -1
LUMO energy (alpha / beta): 2.04 / 2.04 eV
Energy: -2070.8095 Ha